1.
C15H39N7PtSSi2Te | the ωB97M-V functional and the def2-TZVPD basis

Cartesian coordinates (Å):
Pt 0.571 1.030 0.354
C 0.374 0.176 5.071
N 1.683 0.339 4.412
C 2.896 0.217 5.252
C 1.749 0.538 3.113
N 0.680 0.554 2.318
N 3.012 0.786 2.589
C 3.391 0.963 1.290
N 4.667 1.231 1.070
N 2.538 0.804 0.284
H 0.513 0.302 6.139
H -0.033 -0.819 4.884
H -0.319 0.952 4.745
H 2.592 -0.124 6.235
H 3.387 1.185 5.372
H 3.575 -0.533 4.844
H -0.175 0.386 2.831
H 3.746 0.881 3.279
H 5.353 1.258 1.813
H 5.025 1.380 0.138
H 2.964 0.911 -0.630
C -2.252 1.231 0.206
Si -2.959 -0.197 -0.858
C -4.389 0.442 -1.834
C -3.340 -1.644 0.233
C -1.572 -0.570 -2.149
Te 0.377 -0.950 -1.494
C 0.053 -2.689 -0.464
Si 0.741 -4.120 -1.735
C 2.588 -4.064 -1.578
C -0.090 -5.638 -1.099
C 0.160 -3.597 -3.436
H -2.762 1.388 1.159
H -2.211 2.175 -0.334
H -1.188 0.992 0.593
H -5.187 0.795 -1.177
H -4.813 -0.363 -2.440
H -4.116 1.258 -2.505
H -4.227 -1.398 0.823
H -2.551 -1.904 0.941
H -3.596 -2.532 -0.349
H -1.478 0.244 -2.869
H -1.845 -1.481 -2.696
H -1.009 -2.826 -0.277
H 0.635 -2.750 0.456
H 2.914 -4.528 -0.646
H 3.020 -3.061 -1.632
H 3.027 -4.636 -2.400
H 0.132 -5.844 -0.052
H 0.290 -6.485 -1.681
H -1.173 -5.618 -1.231
H 0.442 -2.593 -3.784
H -0.924 -3.692 -3.539
H 0.608 -4.267 -4.176
S 0.739 2.209 -1.672
C -0.322 3.603 -1.748
N -0.571 4.126 -2.928
C -1.328 5.394 -2.825
C -1.554 5.519 -1.301
N -0.863 4.312 -0.775
H -0.243 3.736 -3.800
H -2.258 5.310 -3.381
H -0.739 6.211 -3.235
H -2.605 5.497 -1.026
H -1.093 6.412 -0.886
H -0.658 4.176 0.201

Properties
- Net charge: +4
- Energy above the lowest of the compared OMol25 structures with the same formula, charge and spin: 4.6247 eV

***

2.
C15H40AsF6O15S5 | the ωB97M-V functional and the def2-TZVPD basis

Cartesian coordinates (Å):
As 10.598 -1.460 24.843
F 11.363 0.099 25.274
F 9.897 -1.464 26.434
F 9.836 -2.981 24.450
F 11.479 -1.422 23.305
F 12.006 -2.241 25.528
F 9.258 -0.572 24.151
O 15.618 -6.652 23.688
S 14.411 -6.263 24.385
O 13.453 -7.212 24.857
O 14.872 -5.380 25.650
C 15.926 -4.430 25.547
C 17.211 -4.909 26.211
C 13.564 -4.951 23.436
H 15.561 -3.569 26.110
H 16.054 -4.072 24.524
H 17.513 -5.942 26.031
H 17.133 -4.813 27.295
H 18.054 -4.311 25.860
H 14.317 -4.241 23.102
H 12.735 -4.431 23.910
H 13.205 -5.530 22.584
O 16.974 -0.022 23.257
S 15.700 -0.020 23.938
O 15.529 -0.846 25.115
O 15.328 1.507 24.331
C 14.664 1.718 25.569
C 14.808 3.172 26.049
C 14.297 -0.381 22.824
H 14.867 1.040 26.393
H 13.587 1.616 25.380
H 15.769 3.257 26.562
H 13.976 3.521 26.655
H 14.869 3.906 25.239
H 14.381 0.304 21.983
H 13.458 -0.189 23.489
H 14.228 -1.388 22.424
O 10.476 -7.842 27.980
S 9.889 -6.589 27.557
O 8.528 -6.663 27.098
O 10.090 -5.530 28.760
C 9.413 -5.690 29.992
C 9.797 -4.493 30.863
C 10.987 -5.881 26.371
H 9.638 -6.668 30.430
H 8.326 -5.719 29.862
H 9.276 -4.478 31.816
H 9.609 -3.636 30.220
H 10.861 -4.565 31.091
H 11.081 -4.796 26.459
H 10.669 -6.052 25.345
H 11.978 -6.306 26.496
O 8.818 0.831 20.374
S 9.634 1.968 20.684
O 10.826 2.297 19.908
O 8.698 3.264 20.582
C 9.236 4.572 20.715
C 8.063 5.481 21.092
C 10.026 1.892 22.423
H 9.637 4.983 19.784
H 10.065 4.601 21.424
H 7.350 5.502 20.270
H 8.473 6.481 21.234
H 7.566 5.082 21.974
H 9.146 1.367 22.791
H 10.194 2.851 22.901
H 10.894 1.249 22.548
O 14.162 2.198 30.164
S 14.004 0.800 30.523
O 13.180 0.403 31.633
O 13.599 -0.034 29.244
C 12.230 -0.143 28.806
C 11.541 1.210 28.792
C 15.672 0.252 30.821
H 11.673 -0.862 29.408
H 12.281 -0.511 27.782
H 12.073 2.052 28.355
H 11.108 1.504 29.750
H 10.658 1.172 28.140
H 15.718 -0.822 30.654
H 15.787 0.455 31.883
H 16.331 0.858 30.214

Properties
- Net charge: -1
- Energy above the lowest of the compared OMol25 structures with the same formula, charge and spin: 1.7717 eV

***

3.
C15H40BN6O6P | the ωB97M-V functional and the def2-TZVPD basis

Cartesian coordinates (Å):
C 2.997 0.017 2.360
N 1.853 -0.187 1.487
C 0.518 -0.232 2.051
C 1.987 -0.339 0.156
O 1.066 -0.518 -0.621
H 3.046 -0.789 3.095
H 2.897 0.973 2.879
H 3.919 0.024 1.783
H 0.064 -1.195 1.808
H -0.093 0.558 1.612
H 0.558 -0.105 3.129
H 3.034 -0.289 -0.181
C 0.089 3.999 -0.150
N 1.497 4.287 0.028
C 1.975 5.648 -0.131
C 2.382 3.319 0.342
O 3.572 3.489 0.500
H -0.215 4.278 -1.162
H -0.493 4.573 0.575
H -0.105 2.939 -0.001
H 2.722 5.688 -0.925
H 2.441 5.987 0.796
H 1.146 6.305 -0.380
H 1.914 2.328 0.449
C -1.745 -1.771 -6.261
N -2.167 -2.537 -5.106
C -3.550 -2.967 -5.002
C -1.312 -2.867 -4.115
O -1.617 -3.502 -3.130
H -2.317 -0.843 -6.318
H -1.912 -2.351 -7.171
H -0.687 -1.527 -6.188
H -3.998 -2.556 -4.096
H -3.596 -4.055 -4.943
H -4.109 -2.627 -5.870
H -0.289 -2.495 -4.282
C -4.346 4.160 3.213
N -2.939 4.457 3.390
C -2.475 5.824 3.234
C -2.038 3.499 3.698
O -0.851 3.687 3.856
H -4.658 4.433 2.203
H -4.938 4.726 3.936
H -4.531 3.098 3.363
H -1.730 5.874 2.437
H -2.009 6.165 4.159
H -3.311 6.473 2.988
H -2.488 2.498 3.797
C 3.659 -5.208 -0.874
N 4.096 -4.262 0.133
C 3.180 -3.871 1.188
C 5.334 -3.724 0.124
O 5.743 -2.925 0.939
H 2.793 -4.808 -1.406
H 3.382 -6.152 -0.399
H 4.456 -5.395 -1.590
H 3.029 -2.791 1.151
H 3.607 -4.128 2.158
H 2.226 -4.378 1.064
H 5.955 -4.079 -0.714
B -2.995 -1.415 -0.594
P -2.829 -3.222 0.000
N -1.172 -3.581 0.329
O -3.593 -3.172 1.531
H -3.135 -1.212 -1.756
H -3.022 -0.479 0.139
H -0.898 -4.356 -0.242
H -0.561 -2.792 0.178
H -4.411 -3.603 1.351

Properties
- SMILES: CN(C)C=O.CN(C)C=O.CN(C)C=O.CN(C)C=O.CN(C)C=O.BP(N)O

***

4.
C15H40CeOP2Si | the ωB97M-V functional and the def2-TZVPD basis

Cartesian coordinates (Å):
Ce -0.484 -0.188 0.059
Si 2.029 0.137 -1.270
P -0.548 2.408 -1.254
P 1.216 -2.352 1.041
H -2.627 -0.894 -3.302
C -2.309 2.876 -1.032
H -2.528 3.731 -1.685
H -2.494 3.165 0.012
H -2.976 2.044 -1.298
C -0.513 2.296 -3.085
H -0.936 3.215 -3.515
H -1.105 1.436 -3.423
H 0.524 2.177 -3.418
C 0.207 4.058 -1.065
H -0.281 4.758 -1.762
H 1.281 4.028 -1.287
H 0.062 4.424 -0.038
C 0.173 -3.453 2.073
H 0.749 -4.331 2.393
H -0.702 -3.793 1.505
H -0.175 -2.911 2.961
C 1.809 -3.579 -0.189
H 2.179 -4.486 0.309
H 2.613 -3.141 -0.789
H 0.982 -3.859 -0.854
C 2.710 -2.324 2.105
H 3.007 -3.341 2.400
H 2.482 -1.749 3.010
H 3.546 -1.848 1.583
C 1.914 -0.760 -2.953
H 0.998 -0.474 -3.505
H 1.923 -1.855 -2.803
H 2.789 -0.482 -3.569
H 2.450 1.547 -1.594
H 3.218 -0.464 -0.566
C -2.439 -1.565 -2.450
O -1.669 -0.808 -1.497
C -3.773 -1.966 -1.848
H -4.303 -2.620 -2.548
H -4.409 -1.103 -1.639
H -3.633 -2.514 -0.909
C -1.626 -2.742 -2.967
H -1.574 -3.564 -2.237
H -0.607 -2.417 -3.197
H -2.063 -3.153 -3.888
C -0.724 0.779 3.723
C 0.299 1.641 2.977
C -0.183 3.092 2.926
C 1.656 1.538 3.671
C 0.416 1.173 1.538
H -0.856 1.175 4.739
H -0.408 -0.271 3.808
H -1.707 0.767 3.235
H -0.509 3.454 3.913
H 0.610 3.766 2.571
H -1.036 3.202 2.240
H 2.087 0.537 3.534
H 2.373 2.268 3.276
H 1.564 1.716 4.753
H 1.334 1.603 1.083

Properties
- Energy above the lowest of the compared OMol25 structures with the same formula, charge and spin: 0.0000 eV

***

Number 1: lowest unoccupied orbital energy -14.286 eV, highest occupied orbital energy -20.664 eV. Number 2: lowest unoccupied orbital energy 2.059 eV, highest occupied orbital energy -8.510 eV. Number 3: lowest unoccupied orbital energy -0.109 eV, highest occupied orbital energy -7.940 eV. Number 4: lowest unoccupied orbital energy 0.035 eV, highest occupied orbital energy -5.992 eV.